{"formula": "C5H6O2", "method": "wB97M-V/def2-TZVPD", "e_above_lowest_ev": 2.872, "homo_lumo_gap_ev": 10.696, "spin_multiplicity": 1, "homo_ha": -0.370, "elements": ["O", "C", "C", "C", "O", "C", "C", "H", "H", "H", "H", "H", "H"], "xyz": [[1.8126, -1.2611, 0.7139], [1.3438, -0.0364, 0.2117], [-0.1688, -0.0715, -0.1342], [-1.0201, -0.5451, 1.0277], [-0.5755, -1.0508, 2.0353], [-0.7228, 1.0431, -0.9156], [-1.2216, 1.5859, -1.8691], [1.3108, -1.4326, 1.5263], [1.5530, 0.7871, 0.9169], [1.9127, 0.1712, -0.6974], [-0.4406, -0.7520, -0.9632], [-2.1117, -0.4705, 0.8726], [-1.6720, 2.0327, -2.7250]], "forces_ev_per_angstrom": [[-0.15, -0.08, 0.07], [-0.13, 0.29, -0.31], [-0.01, -0.09, -0.17], [0.02, -0.13, 0.26], [-0.23, 0.44, -0.52], [-0.25, 0.44, -0.46], [0.14, 0.09, 0.50], [0.12, -0.03, -0.16], [-0.27, -0.15, -0.16], [-0.11, 0.02, 0.05], [0.80, -1.03, 0.69], [0.01, 0.06, 0.04], [0.05, 0.18, 0.16]], "lowdin_charge": [-0.0580, -0.2184, -0.2680, -0.1830, 0.0591, -0.1138, 0.1245, 0.0688, 0.1325, 0.1249, 0.1664, 0.1336, 0.0313]}